The following is a quantum chemistry calculation of one molecule with the formula C19H29N3O5S in a non-equilibrium geometry, from OMol25.

Computed properties:
SMILES string = COc1ccc(OC)c(CNC(=O)C2CCN(S(=O)(=O)N3CCCC3)CC2)c1
Energy relative to the best compared isomer or geometry (same formula, charge and spin) = 46.4 kcal per mole
M = 411.5 u
LUMO = 0.66 eV
Gap between HOMO and LUMO = 8.65 eV
Electronic energy = -1680.0478 Ha
Max |F| = 1.12 eV Å⁻¹

Structure (XYZ):
```
57
Properties=species:S:1:pos:R:3:forces:R:3:mulliken_charge:R:1
C -3.10353 -3.53317 0.90715 0.121 -0.043 0.110 -0.685
O -4.17669 -3.26543 0.03833 -0.226 0.053 -0.168 -0.490
C -4.50155 -1.96295 -0.20447 -0.115 0.138 -0.101 0.490
C -5.56975 -1.74285 -1.06976 0.203 -0.138 0.180 -0.959
C -5.97692 -0.46005 -1.37708 -0.064 0.174 -0.054 -0.422
C -5.32382 0.64101 -0.83216 0.212 -0.112 0.200 0.389
O -5.65822 1.94497 -1.08672 0.200 -0.118 0.180 -0.425
C -6.75167 2.20147 -1.93268 -0.131 0.059 -0.114 -0.969
C -4.24974 0.42745 0.03684 -0.247 0.220 -0.209 0.126
C -3.50775 1.58996 0.64815 -0.178 0.135 0.074 -1.102
N -2.07389 1.42117 0.54688 -0.212 0.144 -0.371 -0.059
C -1.30164 1.10480 1.60538 0.709 -0.007 -0.078 -0.107
O -1.72454 1.04676 2.74184 -0.168 -0.110 0.415 -0.696
C 0.16352 0.82207 1.27267 -0.244 0.018 -0.055 0.250
C 0.30189 -0.46985 0.45897 0.321 0.081 0.125 -0.536
C 1.77594 -0.74024 0.16909 -0.303 -0.557 0.012 -0.940
N 2.34804 0.39016 -0.52856 0.502 -0.090 -0.604 0.014
S 3.83497 0.07505 -1.19538 -0.432 0.091 0.203 1.156
O 3.70750 -1.13426 -1.94666 0.044 -0.216 0.210 -0.722
O 4.25052 1.26582 -1.86996 0.087 0.146 0.214 -0.727
N 4.79158 -0.20076 0.17142 -0.625 0.101 -0.927 0.077
C 5.80010 0.81795 0.43905 0.243 0.761 0.253 -0.701
C 7.17874 0.17041 0.19385 -0.042 -0.075 -0.019 -0.603
C 6.84525 -1.19524 -0.41088 -0.090 -0.004 0.138 -0.610
C 5.46965 -1.48622 0.18539 0.198 -0.662 -0.081 -0.891
C 2.29680 1.61181 0.24466 -0.034 0.616 0.014 -0.707
C 0.84027 1.97350 0.52468 0.253 -0.206 0.142 -0.808
C -3.85093 -0.86508 0.34280 -0.058 -0.242 -0.026 0.158
H -3.03878 -4.61839 0.96886 0.047 0.080 0.032 0.266
H -2.16074 -3.13714 0.51421 -0.024 0.009 0.022 0.218
H -3.28084 -3.12351 1.90659 0.020 0.000 -0.028 0.332
H -6.07625 -2.59488 -1.49361 -0.066 -0.108 -0.062 0.440
H -6.80973 -0.33042 -2.04920 -0.077 0.038 -0.073 0.402
H -6.58240 1.81226 -2.94204 -0.018 -0.002 0.038 0.361
H -6.83937 3.28613 -1.97655 -0.045 -0.082 -0.040 0.246
H -7.67892 1.78103 -1.53077 0.029 -0.003 -0.023 0.372
H -3.73302 1.65997 1.71675 0.000 0.086 -0.165 0.358
H -3.80721 2.51743 0.15603 0.040 -0.090 0.149 0.443
H -1.68949 1.37374 -0.38256 0.084 -0.019 0.085 0.290
H 0.66993 0.68272 2.23401 -0.126 0.031 -0.043 0.432
H -0.23097 -0.37922 -0.48897 -0.054 -0.061 -0.045 0.297
H -0.11624 -1.31052 1.01565 -0.034 -0.024 -0.033 0.327
H 2.31820 -0.92411 1.10912 -0.028 -0.015 0.005 0.420
H 1.89721 -1.60501 -0.48347 -0.120 -0.072 0.180 0.483
H 5.69423 1.15190 1.47564 0.041 0.024 -0.101 0.338
H 5.61559 1.66109 -0.22525 0.155 0.048 0.210 0.413
H 7.79231 0.77460 -0.47018 0.056 0.035 0.036 0.286
H 7.70858 0.04673 1.13876 0.038 0.034 -0.019 0.295
H 7.58104 -1.95832 -0.16660 0.036 -0.038 -0.062 0.423
H 6.74914 -1.11993 -1.49452 0.031 -0.060 -0.044 0.256
H 5.55142 -1.82018 1.22485 -0.017 -0.016 -0.053 0.384
H 4.88826 -2.20214 -0.38980 0.115 -0.137 0.176 0.451
H 2.84450 1.49036 1.19155 -0.015 0.029 0.024 0.379
H 2.78631 2.38173 -0.35178 -0.074 0.105 0.181 0.491
H 0.34316 2.15705 -0.42825 -0.019 0.076 -0.051 0.352
H 0.79747 2.88624 1.12033 -0.013 0.038 -0.038 0.357
H -3.02749 -0.98751 1.02835 0.115 -0.063 0.081 0.386
```
Positions in Å, forces in eV/Å.



The following is a quantum chemistry calculation of one molecule with the formula C3H9NO2 in a non-equilibrium geometry, from OMol25.

Computed properties:
SMILES string = NC(CO)CO
Energy relative to the best compared isomer or geometry (same formula, charge and spin) = 53.1 kcal per mole
M = 91.1 u
LUMO = 0.75 eV
Gap between HOMO and LUMO = 10.21 eV
Electronic energy = -324.8880 Ha
Max |F| = 2.32 eV Å⁻¹

Structure (XYZ):
```
15
Properties=species:S:1:pos:R:3:forces:R:3:mulliken_charge:R:1
N -0.20962 -0.39344 1.47840 0.500 1.156 1.249 -0.522
C -0.03400 -0.24962 0.03188 1.118 -1.780 0.125 0.020
C 1.10762 0.60876 -0.52949 0.185 0.482 2.103 -0.604
O 2.41135 0.26927 0.03957 -0.007 0.236 0.171 -0.546
C -1.37654 0.07004 -0.69317 -0.404 0.042 1.592 -0.388
O -2.40239 -0.63366 0.01444 -0.058 -0.395 -0.498 -0.512
H -0.18808 0.54075 1.96645 -0.026 -1.501 -0.637 0.215
H 0.39462 -1.06797 2.01189 -0.547 1.205 -1.374 0.234
H 0.22043 -1.27304 -0.32431 -0.282 0.287 0.299 0.282
H 1.09634 0.30470 -1.52750 0.141 0.404 -2.034 0.348
H 0.72202 1.63337 -0.32144 1.158 -0.099 -0.481 0.286
H 3.27007 0.62403 -0.33693 -2.317 -0.161 0.042 0.305
H -1.71457 1.14379 -0.70751 0.700 -0.797 0.119 0.271
H -1.29094 -0.27645 -1.72085 -0.087 -0.026 -0.191 0.266
H -2.00631 -1.30054 0.61856 -0.073 0.946 -0.485 0.345
```
Positions in Å, forces in eV/Å.



> Among the records above, which one has the highest M?

C19H29N3O5S



> What is the electronic energy in the first record?

-1680.0478 Ha